Below is C68H47N4S2SbTa as an isolated structure, with properties calculated with ωB97M-V with the def2-TZVPD basis set.

XYZ file:
```
123
Properties=species:S:1:pos:R:3:forces:R:3
Ta -1.067 -0.694 0.252 -0.3216 0.2955 0.2152
C -8.777 0.370 1.364 0.0053 -0.0016 -0.0019
C -7.879 1.421 1.240 0.0064 -0.0173 0.0002
C -6.536 1.163 1.008 -0.0047 0.0277 0.0473
C -6.082 -0.148 0.905 0.0368 0.0484 -0.0154
C -6.985 -1.199 1.034 -0.0102 -0.0124 -0.0112
C -8.328 -0.939 1.261 -0.0099 0.0116 -0.0005
C -4.639 -0.423 0.648 0.0149 -0.0467 0.0841
C -4.123 -0.118 -0.599 0.0652 0.0661 -0.0167
C -4.889 0.456 -1.660 -0.0469 -0.0161 0.0006
C -4.038 0.699 -2.679 0.0476 0.0653 0.0185
C -2.749 0.234 -2.270 -0.0680 -0.1180 -0.0777
N -2.811 -0.289 -0.993 -0.0553 0.0928 -0.1655
C -1.651 0.186 -3.119 -0.1236 -0.0426 0.0477
C -0.556 -0.622 -2.848 0.0952 0.0540 0.0583
C 0.470 -0.937 -3.780 0.0457 0.0156 -0.0511
C 1.289 -1.841 -3.194 -0.0048 -0.0401 0.0239
C 0.816 -2.048 -1.868 0.0632 0.1083 -0.0757
C 1.472 -2.849 -0.940 0.0005 -0.0607 -0.0017
C 2.762 -3.476 -1.350 -0.0320 0.0242 0.0068
C 3.870 -2.669 -1.598 0.0232 -0.0024 0.0314
C 5.078 -3.235 -1.975 0.0209 -0.0181 -0.0062
C 5.188 -4.612 -2.110 -0.0151 0.0154 -0.0042
C 4.086 -5.420 -1.866 -0.0057 0.0101 0.0055
C 2.877 -4.855 -1.486 -0.0088 -0.0257 -0.0371
C 1.005 -3.086 0.341 -0.0375 0.1375 0.0619
N -0.151 -2.550 0.894 0.2240 -0.1965 0.1483
C -0.174 -3.017 2.197 0.0039 0.0275 -0.1096
C -1.147 -2.701 3.131 0.0107 0.0202 0.0637
C -0.993 -3.182 4.532 -0.0117 0.0017 -0.0279
C -0.812 -2.251 5.550 0.0435 0.0038 0.0088
C -0.663 -2.672 6.863 -0.0020 -0.0093 0.0024
C -0.703 -4.025 7.168 -0.0034 -0.0095 -0.0073
C -0.891 -4.957 6.156 0.0080 0.0245 0.0139
C -1.035 -4.537 4.842 -0.0480 -0.0260 -0.0041
C -2.280 -1.971 2.814 -0.1003 -0.0486 -0.1229
C -3.418 -1.876 3.667 0.0596 0.0129 0.0861
C -4.405 -1.282 2.962 -0.0653 0.0314 -0.0368
C -3.889 -0.990 1.666 0.0670 0.1313 0.0100
N -2.558 -1.377 1.586 -0.1750 -0.1766 0.1316
C 0.967 -3.833 2.452 -0.0016 0.0024 0.0636
C 1.689 -3.879 1.312 0.0539 -0.0468 -0.0398
N -0.337 -1.304 -1.657 0.2239 -0.0368 0.0535
C -1.717 0.980 -4.373 0.0530 -0.0206 -0.0803
C -1.878 2.360 -4.275 0.0862 0.0766 0.0217
C -1.920 3.149 -5.414 0.0000 0.0029 0.0062
C -1.811 2.567 -6.668 0.0070 -0.0463 0.0049
C -1.678 1.188 -6.776 -0.0118 0.0599 0.0090
C -1.631 0.401 -5.637 -0.1489 -0.0911 -0.0276
H -9.824 0.571 1.541 -0.0128 -0.0004 0.0044
H -8.222 2.443 1.326 -0.0078 0.0082 -0.0003
H -5.832 1.981 0.918 0.0148 0.0021 -0.0161
H -6.634 -2.220 0.950 0.0051 -0.0069 -0.0067
H -9.025 -1.761 1.354 -0.0088 -0.0085 0.0002
H -5.951 0.629 -1.628 -0.0110 0.0059 0.0210
H -4.264 1.106 -3.649 0.0044 0.0167 -0.0241
H 0.554 -0.542 -4.777 -0.0550 0.0359 0.0107
H 2.146 -2.328 -3.627 0.0357 0.0019 0.0231
H 3.790 -1.594 -1.499 -0.0148 0.0235 -0.0144
H 5.930 -2.594 -2.164 0.0038 0.0028 -0.0025
H 6.128 -5.055 -2.408 0.0141 -0.0043 -0.0005
H 4.166 -6.493 -1.977 -0.0010 -0.0099 -0.0043
H 2.015 -5.486 -1.307 -0.0114 -0.0039 0.0107
H -0.775 -1.196 5.305 -0.0019 0.0134 -0.0054
H -0.517 -1.943 7.648 0.0035 0.0068 0.0090
H -0.589 -4.354 8.192 0.0000 -0.0030 0.0131
H -0.932 -6.012 6.391 -0.0014 -0.0139 0.0049
H -1.197 -5.264 4.056 0.0107 0.0001 -0.0169
H -3.457 -2.252 4.675 0.0010 -0.0241 0.0012
H -5.411 -1.071 3.281 -0.0158 0.0043 -0.0026
H 1.196 -4.298 3.395 -0.0241 -0.0159 0.0224
H 2.616 -4.399 1.140 0.0132 0.0097 -0.0176
H -1.958 2.818 -3.296 -0.0116 -0.0129 0.0012
H -2.037 4.220 -5.320 0.0107 0.0090 -0.0039
H -1.839 3.181 -7.558 -0.0095 0.0030 -0.0068
H -1.620 0.722 -7.750 -0.0030 0.0013 -0.0151
H -1.581 -0.677 -5.740 0.0720 0.0078 0.0540
S -1.387 1.697 0.306 -0.0469 -0.2608 0.1412
C -0.543 2.369 1.704 0.0746 -0.0538 -0.1727
C -1.078 3.403 2.355 0.0666 0.0721 0.1140
C -0.536 3.867 3.636 -0.0654 -0.0021 -0.1149
C 0.442 3.211 4.253 0.0157 -0.0410 -0.0018
C 1.140 2.038 3.646 -0.0770 -0.0193 0.0787
C 0.693 1.683 2.187 0.0297 0.0874 0.0139
S 0.513 -0.103 1.963 0.1030 -0.1556 -0.3020
H -1.973 3.875 1.971 -0.0255 -0.0025 -0.0038
H -0.999 4.726 4.103 0.0033 0.0200 -0.0107
H 0.781 3.528 5.233 0.0171 -0.0038 0.0096
H 1.123 1.181 4.325 -0.0273 0.0117 0.0188
C 1.822 6.109 -1.882 0.0260 0.0160 0.0037
C 0.718 5.301 -2.100 -0.0035 -0.0208 0.0164
C 0.814 3.928 -1.900 -0.0324 -0.0013 0.0077
C 2.010 3.354 -1.484 0.0950 0.1297 -0.0159
C 3.114 4.177 -1.269 0.0056 0.0240 0.0076
C 3.022 5.546 -1.464 -0.0382 -0.0017 -0.0111
Sb 2.158 1.248 -1.214 -0.0845 -0.0412 -0.3791
C 3.976 1.007 -2.323 0.1009 0.0437 0.1225
C 5.249 1.135 -1.771 0.0101 -0.0117 -0.0075
C 6.382 0.979 -2.561 -0.0321 0.0028 0.0051
C 6.255 0.701 -3.913 0.0252 -0.0094 -0.0175
C 4.993 0.585 -4.477 0.0027 -0.0032 0.0034
C 3.864 0.734 -3.685 -0.0033 -0.0244 0.0002
C 2.896 1.366 0.762 -0.1512 -0.0191 0.1728
C 2.088 2.246 1.675 0.0003 -0.1227 0.0011
C 2.571 2.367 3.145 0.0410 0.0919 -0.0329
C 3.616 1.380 3.553 -0.0030 -0.0108 0.0507
C 4.168 0.529 2.694 0.0009 0.0167 -0.1191
C 3.812 0.535 1.266 0.0489 0.0286 0.0900
H 1.752 7.178 -2.038 -0.0070 0.0087 -0.0011
H -0.218 5.737 -2.424 -0.0157 0.0059 -0.0047
H -0.056 3.303 -2.064 -0.0206 -0.0331 -0.0076
H 4.059 3.750 -0.949 -0.0005 -0.0169 -0.0054
H 3.886 6.176 -1.294 0.0139 0.0118 0.0011
H 5.367 1.365 -0.720 -0.0035 0.0207 0.0133
H 7.364 1.087 -2.118 0.0161 -0.0050 0.0067
H 7.138 0.581 -4.528 0.0055 0.0016 -0.0087
H 4.888 0.380 -5.535 -0.0015 -0.0020 -0.0125
H 2.885 0.644 -4.143 -0.0469 -0.0117 0.0015
H 1.915 3.223 1.219 -0.0024 0.0081 0.0331
H 2.876 3.378 3.427 0.0591 -0.0056 -0.0285
H 3.932 1.389 4.590 -0.0351 -0.0091 0.0263
H 4.928 -0.165 3.029 -0.0032 -0.0250 -0.0116
H 4.337 -0.166 0.626 0.0132 0.0057 -0.0128
```
Forces are in eV/Å.

spin multiplicity	1
gap between HOMO and LUMO	5.85	eV
relative energy (zero: lowest compared OMol25 entry of this formula, charge and spin)	219.42	kJ/mol
HOMO	-9.86	eV
charge	+1
energy	-106996.4812	eV
strongest force on any atom	0.0095	hartree/bohr

=====

Below is a 2-piece molecular cluster, C2H2ClF2P overall at a distorted geometry, with properties calculated with ωB97M-V with the def2-TZVPD basis set.

XYZ file:
```
8
Properties=species:S:1:pos:R:3:forces:R:3
C 1.253 -1.467 -0.076 -0.5179 -0.2214 -0.2630
C 1.281 1.432 0.062 1.7587 0.4672 -0.8031
F 2.012 1.835 1.099 -0.3615 -0.0789 -0.2299
F 1.924 1.693 -1.095 0.0267 -0.3145 0.5630
P -0.284 -0.922 0.036 0.7407 1.5401 0.7489
Cl 2.873 -1.361 0.025 0.2843 0.0617 0.1138
H 0.287 1.778 -0.022 -1.1479 0.4196 0.5227
H -0.910 -2.011 -0.434 -0.7831 -1.8739 -0.6525
```
Forces are in eV/Å.

spin multiplicity	1
gap between HOMO and LUMO (alpha / beta)	8.08 / 8.29	eV
relative energy (zero: lowest compared OMol25 entry of this formula, charge and spin)	384.73	kJ/mol
HOMO (alpha / beta)	-8.14 / -8.83	eV
energy	-29346.8929	eV
strongest force on any atom	0.0415	hartree/bohr

=====

Below is one molecule with the formula C31H38N4O6, with properties calculated with ωB97M-V with the def2-TZVPD basis set.

XYZ file:
```
79
Properties=species:S:1:pos:R:3:forces:R:3
C -0.894 4.543 -1.048 0.0734 -0.1885 -0.2581
C -1.091 3.624 -2.252 -0.1824 0.0154 0.1621
C -2.161 4.183 -3.186 0.2890 -0.1247 0.0129
C -1.453 2.220 -1.754 0.1441 0.0908 -0.2632
C -1.616 1.161 -2.852 -0.0091 -0.0591 -0.2229
N -1.777 -0.129 -2.223 -0.0476 0.1792 0.0774
C -1.827 -1.253 -2.948 -0.1646 0.1771 0.2819
O -1.877 -1.303 -4.169 0.0376 -0.0193 -0.2042
C -1.842 -2.507 -2.161 0.1146 -0.1407 0.4919
N -1.987 -3.682 -2.839 0.0026 0.2728 -0.0264
C -1.930 -4.685 -1.940 -0.0075 -0.1213 0.0132
N -1.755 -4.236 -0.729 0.0378 -0.1479 0.3040
C -1.696 -2.873 -0.831 -0.1060 -0.0474 -0.9911
C -1.468 -2.063 0.372 -0.1487 -0.1349 0.2072
O -1.441 -0.834 0.390 0.0139 0.1226 0.0942
N -1.308 -2.799 1.483 0.0682 -0.1376 0.2480
C -0.935 -2.170 2.727 0.0544 0.2993 -0.1859
C -0.492 -3.213 3.759 -0.0833 0.1869 -0.0976
C 0.005 -2.523 5.001 0.0113 -0.1834 0.0777
C 1.364 -2.443 5.270 -0.0465 -0.0557 -0.0102
C 1.821 -1.764 6.387 0.0607 0.0129 0.0732
C 0.923 -1.152 7.244 0.0971 0.0468 0.0491
C -0.435 -1.229 6.983 -0.1030 0.0478 0.0238
C -0.890 -1.911 5.870 0.0389 -0.0318 0.0230
C 0.234 -1.203 2.460 -0.2557 -0.4570 -0.0493
O 1.175 -1.497 1.771 0.1384 0.0027 0.0003
O 0.044 -0.083 3.125 -0.1634 0.3567 0.2423
C 0.977 1.027 3.028 0.4707 0.4572 -0.0490
C 2.358 0.609 3.529 -0.2500 -0.1236 -0.0831
C 1.030 1.515 1.582 -0.1161 -0.2671 0.1605
C 0.375 2.092 3.943 0.0247 -0.3979 -0.2131
C -0.376 1.185 -3.743 -0.5346 0.0996 -0.1332
O -0.288 1.794 -4.774 0.0673 0.0433 -0.0502
O 0.618 0.497 -3.180 0.1657 -0.3044 0.2720
C 1.898 0.627 -3.802 0.2411 0.1094 -0.2655
C 2.473 1.987 -3.499 -0.0710 -0.0874 -0.0286
C 2.547 2.408 -2.176 0.0361 -0.0340 -0.0759
C 3.011 3.674 -1.871 -0.0121 0.0044 0.1152
C 3.407 4.529 -2.886 0.0207 0.0980 -0.0145
C 3.336 4.114 -4.204 0.0606 0.0689 -0.0613
C 2.865 2.849 -4.512 0.0168 -0.0952 0.0855
H -0.117 4.155 -0.393 0.1014 -0.0197 0.1479
H -1.817 4.629 -0.478 -0.1266 0.0354 0.1136
H -0.599 5.537 -1.375 0.0280 0.1373 0.0070
H -0.146 3.574 -2.801 -0.0044 -0.0083 0.0258
H -3.141 4.140 -2.715 -0.1675 0.0176 0.0663
H -2.187 3.619 -4.113 -0.0896 -0.0214 -0.1465
H -1.940 5.219 -3.428 -0.0250 0.1223 -0.0571
H -2.384 2.265 -1.185 -0.0307 -0.0190 0.0775
H -0.664 1.870 -1.083 0.0023 -0.0306 0.1026
H -2.482 1.373 -3.490 0.2371 0.0232 0.0325
H -1.635 -0.206 -1.210 -0.0393 -0.0841 -0.1210
H -2.098 -3.714 -3.842 0.0149 -0.0088 0.0459
H -2.020 -5.721 -2.197 -0.0293 -0.1838 -0.1579
H -1.267 -3.802 1.372 -0.0030 0.0505 -0.0193
H -1.772 -1.575 3.112 0.1538 -0.1080 -0.0094
H -1.340 -3.861 3.994 0.0282 -0.0384 -0.0413
H 0.306 -3.816 3.322 -0.0336 -0.0315 -0.0111
H 2.070 -2.908 4.597 0.0646 -0.0555 -0.0943
H 2.882 -1.711 6.586 0.0802 0.0047 0.0125
H 1.280 -0.618 8.112 0.0248 0.0327 0.0731
H -1.140 -0.755 7.649 -0.0609 0.0305 0.0547
H -1.951 -1.971 5.673 -0.1379 -0.0016 -0.0297
H 3.021 1.470 3.526 0.0539 0.1351 0.0187
H 2.778 -0.161 2.887 0.0678 -0.0068 -0.0087
H 2.284 0.221 4.542 0.0202 0.0220 0.0834
H 1.632 2.418 1.517 0.0608 0.1315 0.0244
H 1.464 0.748 0.945 0.0384 0.0015 -0.0837
H 0.022 1.725 1.232 -0.0907 0.0792 -0.0575
H -0.619 2.361 3.594 -0.1200 0.0691 -0.0380
H 1.002 2.978 3.949 0.0866 0.0940 -0.0128
H 0.293 1.704 4.955 0.0042 -0.0188 0.1335
H 2.506 -0.171 -3.368 -0.1186 0.0811 -0.0739
H 1.796 0.479 -4.881 0.0606 -0.0202 0.1590
H 2.229 1.739 -1.390 -0.0404 -0.0750 0.1239
H 3.061 3.996 -0.841 0.0116 0.0282 0.0944
H 3.766 5.520 -2.649 0.0300 0.0784 0.0150
H 3.638 4.781 -4.998 0.0219 0.0618 -0.0653
H 2.791 2.533 -5.542 -0.0572 -0.0378 -0.1159
```
Forces are in eV/Å.

SMILES string	CC(C)C[C@H](NC(=O)c1[nH]cnc1C(=O)N[C@@H](Cc1ccccc1)C(=O)OC(C)(C)C)C(=O)OCc1ccccc1
spin multiplicity	1
gap between HOMO and LUMO	9.78	eV
relative energy (zero: lowest compared OMol25 entry of this formula, charge and spin)	156.22	kJ/mol
HOMO	-9.15	eV
energy	-51012.9252	eV
strongest force on any atom	0.0194	hartree/bohr

=====

Below is C16H30AsF6KN2O4S2 as an isolated structure at a distorted geometry, with properties calculated with ωB97M-V with the def2-TZVPD basis set.

XYZ file:
```
62
Properties=species:S:1:pos:R:3:forces:R:3
K -3.622 19.094 28.188 0.1104 -0.2368 0.0502
As 0.953 14.499 29.236 -2.5970 -1.4039 -0.0833
F 2.567 15.102 29.090 -0.3487 -0.4417 0.2741
F 1.181 13.338 27.839 -0.0791 1.6199 1.5533
F -0.835 13.964 29.251 2.0882 0.6353 0.1174
F 0.602 15.550 30.661 0.4469 -0.8201 -1.2993
F 0.413 15.824 28.158 0.3694 -0.7982 0.5225
F 1.343 13.162 30.367 -0.0917 1.4281 -1.1386
C -10.427 14.086 32.016 1.7617 0.2606 -0.4993
C -11.528 15.109 31.992 -1.0912 -1.3541 -0.2236
C -11.147 16.570 32.077 -0.0870 0.1904 -1.1284
C -10.262 17.097 31.001 2.0841 0.2616 -1.3218
N -9.516 17.515 30.200 -1.9166 -0.9621 1.8716
H -9.523 14.517 32.448 -0.0095 -0.0174 0.7014
H -10.028 13.901 31.018 -0.4116 -0.3327 -0.2661
H -10.624 13.135 32.510 -0.2696 0.2027 -0.0810
H -12.236 14.846 32.778 0.1404 0.5737 0.5355
H -12.171 14.908 31.135 0.1908 0.3302 -0.4506
H -10.688 16.771 33.045 -0.2518 0.4204 -0.0618
H -12.073 17.097 31.848 -0.0902 0.4459 0.9101
C -6.903 27.019 21.916 2.1522 0.3787 -1.1644
C -5.978 26.134 20.957 -2.0773 0.4982 0.6405
C -4.570 25.876 21.465 -0.7993 -0.7109 0.5175
C -4.626 25.010 22.677 0.8146 -1.0843 2.7468
N -4.582 24.406 23.689 -0.3409 1.6740 -3.1388
H -7.069 26.503 22.862 -0.5439 -0.0178 -0.2763
H -7.751 27.434 21.371 -0.4154 -0.7535 0.2908
H -6.355 27.930 22.157 0.2648 0.0960 0.2499
H -5.928 26.514 19.937 -0.0137 0.3954 0.1521
H -6.571 25.223 20.881 0.4830 -0.4364 -0.1903
H -4.095 26.824 21.720 0.2236 -0.1454 0.0241
H -4.018 25.352 20.685 0.2585 0.0795 0.1717
C -4.680 12.263 22.294 -0.7172 0.1865 0.4578
C -4.072 13.502 21.594 1.0412 -0.6976 -0.0720
C -5.152 14.590 21.509 -0.9659 -1.0850 1.0499
S -5.961 14.421 23.185 0.2689 -1.4472 -3.4242
O -7.371 14.208 23.035 -0.6570 0.6347 0.4497
O -5.330 15.483 23.878 -0.0190 1.5039 1.9987
C -5.221 12.863 23.627 0.6217 0.6573 0.3775
H -4.031 11.419 22.528 0.6304 0.4757 -0.0718
H -5.388 11.804 21.604 -0.7783 0.2067 0.4486
H -3.665 13.235 20.618 -0.2155 0.0446 -0.1345
H -3.190 13.697 22.205 -0.0500 0.9352 -0.0193
H -5.884 14.315 20.750 -0.0582 -0.1341 0.0443
H -4.970 15.660 21.407 0.7064 -0.2960 0.0818
H -5.782 12.363 24.416 -0.6128 -0.4961 -0.8282
H -4.420 13.282 24.234 0.8384 -0.4459 -0.3052
C -2.124 21.489 36.307 -1.4973 -1.3062 -1.4459
C -2.951 22.724 36.625 0.5587 1.4282 1.6757
C -4.294 22.899 35.915 0.1821 -1.1781 -1.2388
S -4.618 21.189 35.223 0.6865 -0.1246 -0.0590
O -4.267 21.122 33.794 -0.5048 0.1647 1.5939
O -5.878 20.623 35.710 1.2036 0.8661 -0.6935
C -3.239 20.460 36.209 -0.8420 -1.2624 -0.3566
H -1.334 21.203 37.001 -0.3208 0.3430 0.2526
H -1.698 21.421 35.306 0.3235 0.8357 -0.0671
H -2.368 23.636 36.499 -0.0058 0.0483 0.0153
H -3.177 22.663 37.690 0.1616 0.0185 0.1966
H -4.120 23.669 35.163 -0.6899 -0.3922 -0.4094
H -5.203 23.081 36.487 0.4553 0.2516 0.3502
H -3.027 19.536 35.669 0.3033 0.0165 -0.0238
H -3.695 20.155 37.151 -0.0010 0.2733 0.1513
```
Forces are in eV/Å.

spin multiplicity	1
gap between HOMO and LUMO	8.35	eV
HOMO	-10.15	eV
energy	-143387.2559	eV
strongest force on any atom	0.0725	hartree/bohr